[1]
{
  "formula": "C5H12N2O",
  "method": "the ωB97M-V functional and the def2-TZVPD basis",
  "smiles": "[H]/N=N/[C@@](C)(O)CCC",
  "e_tot_ev": -10404.67350,
  "de_lowest_kcal_mol": 86.49,
  "elements": ["H", "N", "N", "C", "C", "O", "C", "C", "C", "H", "H", "H", "H", "H", "H", "H", "H", "H", "H", "H"],
  "positions_angstrom": [[-2.302, -2.693, -0.896], [-1.826, -1.952, -0.324], [-1.966, -0.829, -0.753], [-1.358, 0.326, 0.145], [-2.113, 1.548, -0.295], [-1.499, 0.067, 1.577], [0.186, 0.393, -0.190], [1.107, -0.558, 0.719], [2.591, -0.657, -0.102], [-3.166, 1.313, -0.586], [-1.579, 2.090, -1.018], [-2.100, 2.200, 0.583], [-1.793, -0.835, 1.673], [0.262, -0.049, -1.190], [0.536, 1.402, -0.250], [1.516, -0.145, 1.657], [0.622, -1.443, 0.681], [2.467, -1.331, -0.994], [2.593, 0.403, -0.395], [3.345, -0.976, 0.565]]
}

***

[2]
{
  "formula": "C5H12N2O",
  "method": "the ωB97M-V functional and the def2-TZVPD basis",
  "smiles": "C[C@H](CN)N(C)C=O",
  "e_tot_ev": -10405.70264,
  "de_lowest_kcal_mol": 62.76,
  "elements": ["C", "C", "C", "N", "N", "C", "C", "O", "H", "H", "H", "H", "H", "H", "H", "H", "H", "H", "H", "H"],
  "positions_angstrom": [[0.629, -0.650, -1.200], [0.390, 0.429, -0.110], [1.095, 0.072, 1.188], [2.535, 0.048, 1.159], [-1.023, 0.735, 0.316], [-1.972, 0.638, -0.896], [-1.641, -0.458, 0.838], [-2.465, -0.350, 1.715], [0.128, -0.220, -2.072], [1.677, -0.797, -1.408], [0.222, -1.628, -0.941], [0.804, 1.354, -0.554], [0.738, -0.900, 1.574], [0.764, 0.818, 1.929], [3.039, -0.555, 0.530], [2.958, 0.964, 1.159], [-2.984, 0.649, -0.526], [-1.812, -0.191, -1.601], [-1.745, 1.497, -1.550], [-1.338, -1.455, 0.449]]
}

***

[3]
{
  "formula": "C5H12N2O",
  "method": "the ωB97M-V functional and the def2-TZVPD basis",
  "smiles": "C/C(O)=C(/N)[C@H](C)N",
  "e_tot_ev": -10404.31893,
  "de_lowest_kcal_mol": 94.66,
  "elements": ["C", "C", "O", "C", "N", "C", "C", "N", "H", "H", "H", "H", "H", "H", "H", "H", "H", "H", "H", "H"],
  "positions_angstrom": [[-0.127, -2.217, 0.866], [-0.062, -0.737, 1.185], [0.274, -0.621, 2.546], [0.439, 0.226, 0.302], [1.554, 1.010, 0.515], [-0.534, 0.438, -0.771], [0.049, 0.565, -2.167], [-1.596, 1.437, -0.599], [-0.054, -2.421, -0.200], [-1.071, -2.626, 1.228], [0.686, -2.737, 1.378], [0.330, 0.316, 2.767], [2.356, 0.583, 0.954], [1.651, 1.864, -0.011], [-1.173, -0.541, -0.128], [-0.731, 0.380, -2.904], [0.435, 1.574, -2.355], [0.875, -0.129, -2.320], [-1.189, 2.368, -0.542], [-2.111, 1.269, 0.258]]
}

***

[4]
{
  "formula": "C5H12N2O",
  "method": "the ωB97M-V functional and the def2-TZVPD basis",
  "smiles": "C[C@@H]1CN1.C[C@@H]1NO1",
  "e_tot_ev": -10403.74496,
  "de_lowest_kcal_mol": 107.90,
  "elements": ["C", "C", "C", "N", "H", "H", "H", "H", "H", "H", "H", "C", "C", "N", "O", "H", "H", "H", "H", "H"],
  "positions_angstrom": [[-2.146, 0.237, -0.370], [-1.346, 0.431, 0.892], [-1.144, 1.785, 1.454], [-0.072, 1.105, 0.755], [-1.965, 1.065, -1.053], [-3.210, 0.192, -0.140], [-1.859, -0.689, -0.864], [-1.415, -0.394, 1.596], [-1.089, 1.913, 2.529], [-1.552, 2.635, 0.922], [0.656, 0.742, 1.363], [1.375, -0.607, -1.643], [1.447, -1.490, -0.428], [2.266, -1.153, 0.676], [2.578, -2.241, -0.191], [0.776, 0.268, -1.394], [0.911, -1.144, -2.469], [2.372, -0.295, -1.938], [0.515, -1.983, -0.150], [2.901, -0.379, 0.455]]
}

***

[5]
{
  "formula": "C5H12N2O",
  "method": "the ωB97M-V functional and the def2-TZVPD basis",
  "smiles": "CC(N)=O.C=NCC",
  "e_tot_ev": -10406.58902,
  "de_lowest_kcal_mol": 42.32,
  "elements": ["C", "C", "N", "O", "H", "H", "H", "H", "H", "C", "N", "C", "C", "H", "H", "H", "H", "H", "H", "H"],
  "positions_angstrom": [[-2.290, -0.220, 1.662], [-0.934, -0.921, 1.666], [-0.670, -1.853, 0.658], [0.004, -0.614, 2.440], [-3.075, -0.826, 1.205], [-2.154, 0.646, 0.973], [-2.594, 0.193, 2.644], [-1.051, -1.684, -0.260], [0.301, -2.013, 0.624], [1.548, -0.376, -2.751], [1.719, 0.534, -1.867], [0.695, 0.870, -0.903], [0.400, 2.378, -0.780], [0.660, -0.974, -2.616], [2.247, -0.611, -3.546], [-0.232, 0.366, -1.231], [0.969, 0.438, 0.074], [-0.479, 2.560, -0.152], [1.281, 2.870, -0.343], [0.239, 2.796, -1.784]]
}

***

[6]
{
  "formula": "C5H12N2O",
  "method": "the ωB97M-V functional and the def2-TZVPD basis",
  "smiles": "C[C@@H](N)C(=O)N(C)C",
  "e_tot_ev": -10406.71459,
  "de_lowest_kcal_mol": 39.42,
  "elements": ["C", "C", "N", "C", "O", "N", "C", "C", "H", "H", "H", "H", "H", "H", "H", "H", "H", "H", "H", "H"],
  "positions_angstrom": [[0.205, 2.060, -0.043], [-0.427, 0.913, 0.864], [-1.789, 1.374, 1.214], [-0.403, -0.348, 0.026], [-1.485, -0.844, -0.304], [0.736, -0.972, -0.278], [2.067, -0.634, 0.210], [0.780, -1.736, -1.532], [0.947, 2.575, 0.535], [-0.590, 2.667, -0.463], [0.731, 1.575, -0.865], [0.099, 0.947, 1.822], [-2.289, 0.603, 1.646], [-2.342, 1.603, 0.396], [2.798, -0.368, -0.557], [2.471, -1.389, 0.862], [1.992, 0.371, 0.676], [-0.023, -1.427, -2.211], [1.777, -1.699, -1.961], [0.496, -2.796, -1.519]]
}

***

[7]
{
  "formula": "C5H12N2O",
  "method": "the ωB97M-V functional and the def2-TZVPD basis",
  "e_tot_ev": -10402.23953,
  "de_lowest_kcal_mol": 142.62,
  "elements": ["C", "C", "C", "N", "C", "C", "N", "O", "H", "H", "H", "H", "H", "H", "H", "H", "H", "H", "H", "H"],
  "positions_angstrom": [[1.169, -1.581, -0.267], [-1.176, -0.379, -2.081], [1.145, 1.348, 1.783], [-0.850, -0.674, -0.689], [-0.548, 0.404, 0.214], [0.631, 0.321, 0.823], [-1.458, 1.492, 0.156], [1.560, -2.242, 0.844], [2.092, -1.594, 1.339], [-1.508, -1.332, -0.274], [-2.447, 1.257, 0.159], [-1.361, 2.190, 0.882], [1.848, -0.914, -0.776], [0.733, -2.309, -0.944], [-0.348, 0.176, -2.524], [-2.087, 0.217, -2.190], [-1.302, -1.316, -2.629], [1.820, 2.066, 1.303], [0.362, 1.958, 2.269], [1.724, 0.910, 2.602]]
}

***

[8]
{
  "formula": "C5H12N2O",
  "method": "the ωB97M-V functional and the def2-TZVPD basis",
  "smiles": "CCNCC(=O)NC",
  "e_tot_ev": -10405.93845,
  "de_lowest_kcal_mol": 57.32,
  "elements": ["C", "C", "N", "C", "C", "O", "N", "C", "H", "H", "H", "H", "H", "H", "H", "H", "H", "H", "H", "H"],
  "positions_angstrom": [[2.139, 1.273, -2.501], [0.861, 0.759, -1.789], [1.019, 1.110, -0.336], [0.573, 0.058, 0.582], [-1.003, -0.066, 0.717], [-1.788, 0.743, 0.454], [-1.494, -1.230, 1.270], [-0.720, -2.412, 1.835], [2.757, 1.992, -1.956], [1.719, 1.801, -3.526], [2.841, 0.511, -2.821], [-0.003, 1.390, -2.160], [0.690, -0.370, -2.062], [0.507, 1.980, -0.058], [1.060, 0.211, 1.663], [0.984, -0.886, 0.378], [-2.462, -1.311, 1.346], [-0.627, -3.161, 1.078], [0.348, -2.171, 2.178], [-1.287, -2.766, 2.711]]
}